The following is a DFT calculation (ωB97M-V/def2-TZVPD) of the molecule C6H11N in a non-equilibrium geometry.

Structure (ORCA input):
```
! RIJCOSX wB97M-V def2-TZVPD def2/J DEFGRID3
* xyz 0 1
C 1.26 0.61 -2.49
C 0.83 -0.80 -2.20
C 0.54 -1.23 -0.96
C 0.37 -0.24 0.10
C -0.19 -0.56 1.29
N -0.65 0.40 2.20
C -1.79 1.26 1.90
H 0.44 1.29 -2.27
H 1.59 0.78 -3.51
H 2.07 1.01 -1.86
H 0.88 -1.41 -3.09
H 0.33 -2.24 -0.64
H 0.32 0.83 -0.09
H -0.38 -1.62 1.46
H -0.62 0.00 3.13
H -1.90 1.40 0.83
H -2.73 0.81 2.26
H -1.62 2.17 2.45
*
```

## Properties
**E**: -289.90323 a.u.
**ΔE to the lowest compared entry with this formula, charge and spin**: 179.7 kJ/mol
**Strongest force on any atom**: 1.8 eV Å⁻¹
**HOMO energy**: -0.2796 hartree
**LUMO level**: 1.0 eV
**Frontier orbital gap**: 8.6 eV